Entry 1:
{"formula": "C2H10BIN3", "method": "wB97M-V/def2-TZVPD", "total_charge": -1, "total_energy_ha": -569.11103, "e_lumo_ev": 3.2, "homo_lumo_gap_ev": 7.78, "elements": ["N", "C", "N", "N", "C", "B", "I", "H", "H", "H", "H", "H", "H", "H", "H", "H", "H"], "xyz": [[0.234694, -0.466842, 1.684332], [-0.248831, -0.640132, 0.322794], [-0.302867, -2.105035, 0.150406], [-1.628373, -0.121755, 0.197526], [0.711847, 0.031581, -0.675924], [0.601506, 1.607212, -1.021504], [0.628880, 3.011410, 0.871715], [-0.345258, -1.062207, 2.270359], [0.113709, 0.488601, 2.001923], [-0.208920, -2.318920, -0.837840], [0.551622, -2.462426, 0.571848], [-1.586022, 0.843102, 0.524361], [-1.832321, -0.006150, -0.794372], [1.721974, -0.278381, -0.393010], [0.508335, -0.423041, -1.659187], [-0.457260, 1.905601, -1.535630], [1.537283, 1.997380, -1.677797]], "forces_ev_per_angstrom": [[-0.125, -0.337, 0.173], [-0.079, 0.211, -0.059], [0.222, -0.094, -0.056], [0.048, 0.073, -0.020], [0.002, 0.068, 0.153], [-0.135, -0.180, -0.328], [0.019, 0.109, 0.176], [-0.068, 0.142, 0.029], [0.143, 0.083, -0.156], [-0.134, 0.025, 0.007], [-0.031, 0.036, -0.038], [-0.009, -0.030, -0.007], [-0.005, -0.118, 0.039], [0.062, 0.034, -0.028], [0.034, -0.074, -0.021], [0.021, 0.023, 0.078], [0.036, 0.027, 0.057]]}

=====

Entry 2:
{"formula": "C2H10CdN3S", "method": "wB97M-V/def2-TZVPD", "relative_energy_kcal_mol": 12.1, "total_charge": -1, "total_energy_ha": -812.33609, "e_lumo_ev": [3.4, 3.4], "homo_lumo_gap_ev": [3.99, 3.99], "elements": ["C", "Cd", "N", "N", "H", "H", "H", "H", "H", "H", "H", "H", "H", "H", "S", "C", "N"], "xyz": [[-2.166529, 0.958029, -1.367376], [0.263571, 0.193629, 0.251024], [1.939971, 0.076229, 1.447524], [1.283671, -0.573471, -1.616676], [1.893671, -0.771171, 2.032024], [-1.277729, 1.387129, -0.882876], [-3.087529, 1.494229, -1.098576], [-2.284029, -0.103971, -1.083376], [-2.055829, 1.272429, -2.491276], [1.670771, -1.520571, -1.499776], [2.057871, 0.014429, -1.955676], [0.634371, -0.642371, -2.412276], [2.840871, 0.048029, 0.950524], [1.976771, 0.878329, 2.094424], [-1.294629, -1.504871, 1.104724], [-1.222329, -0.826171, 2.730624], [-1.172929, -0.379871, 3.797024]], "forces_ev_per_angstrom": [[-0.666, 1.160, -2.028], [-1.275, 1.939, -1.192], [2.618, -0.397, 2.374], [0.480, -0.750, -1.448], [0.139, 0.082, 0.085], [-0.628, 0.064, -0.010], [0.190, -0.053, 0.458], [0.167, 0.564, -0.755], [-0.009, -1.350, 1.676], [0.076, -0.033, 0.008], [-0.261, 0.009, 0.349], [0.068, 0.068, 0.209], [-0.178, 0.112, 0.016], [-0.027, -0.300, -0.353], [-0.574, -0.274, 2.242], [-0.162, -0.821, -1.652], [0.042, -0.020, 0.023]]}

=====

Entry 3:
{"formula": "C2H10F6LiNO9S2", "method": "wB97M-V/def2-TZVPD", "relative_energy_kcal_mol": 24.6, "total_charge": 0, "total_energy_ha": -2217.25847, "e_lumo_ev": -0.6, "homo_lumo_gap_ev": 9.35, "elements": ["Li", "C", "F", "F", "F", "S", "O", "O", "N", "S", "O", "O", "C", "F", "F", "F", "O", "H", "H", "O", "H", "H", "O", "H", "H", "O", "H", "H", "O", "H", "H"], "xyz": [[0.278983, -0.085291, 1.276662], [-3.049327, 0.847729, -1.125258], [-2.597177, 0.466449, -2.351268], [-4.136857, 1.572129, -1.116098], [-3.324777, -0.195481, -0.421958], [-1.566767, 1.820099, -0.355198], [-1.493497, 3.106609, -1.050108], [-1.824807, 1.937629, 1.084772], [-0.192007, 0.641389, -0.516148], [0.604853, 1.399739, -1.610568], [-0.149247, 1.644249, -2.855308], [1.390183, 2.510589, -1.124198], [1.953973, 0.079979, -2.023238], [2.301693, -0.542171, -0.908178], [1.525943, -0.828201, -2.878648], [3.077013, 0.627489, -2.523728], [-0.890597, -1.869541, -1.714468], [-1.438907, -1.621211, -2.458728], [-0.560737, -1.038931, -1.371688], [-0.816887, -2.192291, 1.196802], [-1.167417, -2.354371, 0.320962], [-1.478627, -2.548211, 1.789792], [0.107763, -0.005801, 3.286042], [0.472483, -0.390941, 4.082842], [-0.686547, 0.441719, 3.577632], [2.097663, 0.931069, 1.421412], [2.532213, 0.234249, 1.913182], [2.767803, 1.606959, 1.319832], [2.113493, -1.676961, 1.745772], [1.321273, -2.214191, 1.746902], [2.828843, -2.304471, 1.642182]], "forces_ev_per_angstrom": [[0.354, 0.166, 0.216], [2.147, 0.728, -0.558], [-1.317, 0.529, 0.765], [-0.034, 0.861, -0.956], [0.179, -1.886, 0.986], [-0.567, 1.473, 1.810], [-0.039, -2.543, 0.780], [0.330, -1.166, -1.512], [-3.709, 1.645, 0.850], [3.090, 1.804, -4.601], [1.309, -1.109, 1.824], [-0.277, -0.655, 0.122], [0.030, 0.688, -0.079], [0.061, -0.425, 0.624], [-0.288, -0.091, -0.429], [-0.774, 0.228, 0.103], [-0.214, -0.969, 0.285], [-0.121, 0.018, -0.208], [0.083, 0.582, 0.105], [0.470, 0.343, 0.474], [-0.035, -0.043, -0.997], [-0.111, 0.021, 0.305], [-0.221, -0.116, -0.120], [0.286, -0.175, 0.040], [-0.329, 0.323, -0.020], [-0.003, 0.234, 0.285], [0.111, -0.367, 0.106], [-0.180, 0.429, -0.335], [0.042, -0.075, 0.336], [-0.536, -0.368, -0.047], [0.261, -0.085, -0.156]]}

=====

Entry 4:
{"formula": "C2H10N", "method": "wB97M-V/def2-TZVPD", "relative_energy_kcal_mol": 2.7, "total_charge": 1, "total_energy_ha": -136.68175, "e_lumo_ev": -4.4, "homo_lumo_gap_ev": 11.68, "elements": ["N", "H", "H", "H", "H", "C", "C", "H", "H", "H", "H", "H", "H"], "xyz": [[-2.108976, 0.046693, -0.157118], [-2.585713, -0.552215, 0.520572], [-2.219763, -0.347058, -1.091364], [-2.460221, 0.999425, -0.055274], [-1.110239, 0.017924, 0.092794], [1.329576, 0.744914, 0.030586], [1.240756, -0.781083, 0.163283], [1.540041, 1.264320, 0.966126], [0.395479, 1.186708, -0.342431], [2.117886, 1.036852, -0.662162], [2.164715, -1.173917, 0.577431], [0.484030, -1.016538, 0.925948], [0.980145, -1.219515, -0.796597]], "forces_ev_per_angstrom": [[0.358, -0.440, 0.680], [-0.196, -0.039, -0.066], [-0.169, 0.239, -0.150], [-0.047, 0.046, -0.318], [0.109, 0.141, -0.140], [0.095, 0.154, -0.044], [-0.371, 0.966, 0.634], [0.020, -0.251, 0.105], [0.115, 0.061, -0.175], [-0.114, -0.007, -0.098], [0.069, -0.220, -0.322], [-0.045, -0.303, -0.158], [0.176, -0.348, 0.050]]}

=====

Entry 5:
{"formula": "C2H10N2", "method": "wB97M-V/def2-TZVPD", "smiles": "CNC.N", "relative_energy_kcal_mol": 35.0, "total_charge": 0, "total_energy_ha": -191.64168, "e_lumo_ev": 1.1, "homo_lumo_gap_ev": 9.19, "elements": ["C", "N", "C", "H", "H", "H", "H", "H", "H", "H", "N", "H", "H", "H"], "xyz": [[0.751440, 0.795345, -0.159963], [1.490776, -0.158922, 0.463685], [1.283210, -1.486953, -0.186254], [1.361323, 1.605826, -0.492866], [0.219757, 0.279580, -0.931477], [-0.040447, 1.265727, 0.425561], [2.329655, 0.041163, 0.956467], [1.801016, -2.280433, 0.308302], [1.497220, -1.301991, -1.260510], [0.271281, -1.803542, 0.029459], [-2.738910, 0.875314, 0.440345], [-1.888564, 0.812305, -0.083677], [-3.032267, -0.092042, 0.476149], [-3.305487, 1.448623, 0.014777]], "forces_ev_per_angstrom": [[-1.431, 2.197, -0.141], [0.463, -4.049, 1.312], [0.405, 1.800, 0.818], [0.308, 0.773, -0.953], [-0.263, 0.364, -1.186], [-0.077, 0.065, 0.542], [0.404, 0.038, -0.110], [1.202, -0.311, -0.107], [-0.180, -1.075, 0.430], [-0.667, 0.215, -0.604], [4.171, -4.082, 2.983], [0.501, 0.368, -0.190], [-0.712, 0.264, 0.045], [-4.126, 3.433, -2.840]]}

=====

Entry 6:
{"formula": "C2H10N2", "method": "wB97M-V/def2-TZVPD", "smiles": "CN.CN", "relative_energy_kcal_mol": 28.0, "total_charge": 0, "total_energy_ha": -191.65285, "e_lumo_ev": 0.9, "homo_lumo_gap_ev": 10.02, "elements": ["C", "N", "H", "H", "H", "H", "H", "C", "N", "H", "H", "H", "H", "H"], "xyz": [[0.468094, 2.880014, 0.463935], [1.100899, 2.674668, 1.761348], [0.412101, 3.873516, 0.081550], [-0.538567, 2.493457, 0.408154], [1.064853, 2.232881, -0.230838], [1.755511, 1.865534, 1.777906], [1.616080, 3.550436, 2.000567], [-1.304400, -2.469675, -1.016546], [-0.172214, -3.439421, -0.861638], [-1.073571, -1.441973, -0.763080], [-2.207821, -2.807739, -0.622402], [-1.542540, -2.429226, -2.059766], [0.701917, -3.077144, -0.906082], [-0.280340, -3.905327, -0.033108]], "forces_ev_per_angstrom": [[1.049, -2.581, -0.955], [0.841, 1.226, 0.920], [0.412, 0.872, 0.094], [-0.456, -0.191, 0.341], [-0.709, 0.865, -0.222], [-0.753, 1.213, -0.178], [-0.385, -1.409, -0.001], [2.417, -0.054, -1.583], [-4.034, 0.234, -1.685], [-0.011, 0.151, 0.641], [-1.155, -0.643, 1.401], [-0.011, 0.111, -0.928], [2.899, 1.643, -0.260], [-0.104, -1.438, 2.415]]}